No. 1
Computed, not measured: C4H6N4 in the gas phase, with wB97M-V/def2-TZVPD.

Structure (XYZ):
```
14
Properties=species:S:1:pos:R:3:forces:R:3:nbo_charge:R:1
C -2.1011 -0.0987 0.9321 1.6 1.9 -1.3 -0.24
C -1.3020 0.7093 -0.3139 -1.3 -1.7 0.5 -0.17
C 0.1561 0.2244 -0.4584 -0.7 -0.3 1.9 0.30
C 2.2588 0.2571 0.2627 2.4 0.8 0.9 0.14
H -1.2615 -0.7634 1.3496 -2.0 1.0 0.2 0.23
H -2.9859 0.4164 1.4418 1.9 -0.9 -0.2 0.22
H -1.8874 -1.2368 -0.6192 0.1 -0.4 -0.8 0.37
H -1.5718 1.7521 -0.7000 0.3 -1.8 0.8 0.24
H 3.3641 0.5032 0.5895 -2.8 0.2 -0.7 0.23
H 0.9207 1.9287 0.6551 1.3 -3.3 -3.7 0.42
N -2.3845 -0.3772 -0.4532 1.4 1.0 0.0 -0.57
N 0.6095 -0.9840 -0.3361 -0.8 -2.0 0.1 -0.33
N 1.9113 -0.9462 0.1728 -0.7 -3.3 -1.3 -0.28
N 1.1996 0.9999 -0.1338 -0.7 8.8 3.9 -0.56
```
Forces are in eV/Å.

## Properties
**Structure (SMILES)**: c1nnc([C@@H]2CN2)[nH]1

=====

No. 2
Computed, not measured: C4H6N4 in the gas phase, with wB97M-V/def2-TZVPD.

Structure (XYZ):
```
14
Properties=species:S:1:pos:R:3:forces:R:3:nbo_charge:R:1
C -0.3966 -1.4520 -0.6682 1.0 -1.2 -1.8 0.25
C -0.6336 1.4158 1.0535 -8.9 -3.2 -3.0 0.34
C 1.5056 1.2324 0.7540 3.7 -2.8 -3.5 -0.03
C 1.4941 0.2391 -0.1657 -5.8 2.5 3.5 -0.04
H -1.7551 -2.7331 -1.0524 0.2 3.5 -1.2 0.36
H 0.2988 -2.3522 -0.6827 -0.4 1.4 0.4 0.16
H -1.7002 0.3380 -0.7937 2.9 1.5 3.0 0.45
H -1.6649 1.5430 1.5657 2.0 0.6 -0.5 0.18
H 2.4583 1.6212 0.8977 1.4 1.3 0.8 0.20
H 2.1441 -0.2772 -0.6664 4.2 -2.3 -2.6 0.20
N -1.6022 -1.6129 -1.2291 1.7 -2.6 3.1 -0.78
N 0.1507 -0.2063 -0.3446 2.5 -6.8 -1.5 -0.28
N -0.7650 0.6450 -0.1175 -8.1 4.8 -2.2 -0.51
N 0.4660 1.5990 1.4495 3.5 3.3 5.5 -0.50
```
Forces are in eV/Å.

## Properties
**Structure (SMILES)**: [H]/N=C/N1C=CN=CN1

=====

No. 3
Computed, not measured: C4H6N4 in the gas phase, with wB97M-V/def2-TZVPD.

Structure (XYZ):
```
14
Properties=species:S:1:pos:R:3:forces:R:3:nbo_charge:R:1
C -0.9138 -0.1155 -0.0759 2.4 0.4 -0.2 -0.01
C -0.3249 -1.3117 -0.0778 -1.8 -1.8 2.0 -0.02
C 1.4982 0.1297 -0.0101 0.2 2.5 0.0 0.37
C 0.1941 0.9357 -0.1029 0.4 -5.2 0.2 0.20
H -2.5229 0.5501 -0.8706 -0.4 -0.4 2.3 0.39
H -2.8876 -0.3586 0.8442 2.8 3.0 -3.5 0.38
H -0.8494 -2.3151 0.3370 1.5 2.3 -1.5 0.22
H 1.7333 -2.1004 -0.1765 -2.3 3.7 0.4 0.42
H 3.3680 0.1044 0.1799 0.9 -0.5 0.0 0.32
H -0.9036 2.3575 -0.1948 0.0 0.3 0.6 0.34
N -2.1598 0.3901 0.1307 -4.9 -2.2 0.7 -0.83
N 1.0687 -1.1674 -0.0881 3.4 -4.7 -0.3 -0.63
N 2.6169 0.7642 0.1227 -1.7 -1.3 -0.3 -0.63
N 0.0828 2.1368 -0.0178 -0.5 3.9 -0.6 -0.53
```
Forces are in eV/Å.

## Properties
**Structure (SMILES)**: [H]/N=C1\NC=C(N)\C1=N/[H]

=====

No. 4
Computed, not measured: a molecular structure, C4H6N4O, with wB97M-V/def2-TZVPD.

Structure (XYZ):
```
15
Properties=species:S:1:pos:R:3:forces:R:3:nbo_charge:R:1
C 0.5052 -0.8106 0.0150 1.3 -2.0 -1.4 0.33
C -0.7029 -0.2202 -0.2014 -0.2 2.8 1.3 -0.28
C -2.1459 0.4070 -0.1298 -2.7 -0.3 -0.8 -0.20
C -0.3140 1.1858 -0.0016 -1.1 -1.6 -0.9 0.35
H 0.0626 -2.9027 0.0857 4.3 2.9 -0.1 0.40
H 1.9397 -2.3366 -0.4638 -3.6 0.4 2.1 0.41
H -2.7651 0.5392 -1.1519 1.0 -1.7 2.4 0.23
H -2.7665 0.1168 0.8256 1.0 0.5 -2.1 0.21
H -1.8488 2.5076 0.6150 0.3 -1.3 -1.0 0.39
H 3.4627 0.2837 -0.1695 -2.5 -0.9 1.8 0.48
N 1.0099 -2.1313 0.1778 -1.8 -2.3 -1.9 -0.84
N -1.5757 1.7915 -0.1078 0.8 1.0 1.6 -0.62
N 0.9136 1.4180 0.1093 2.4 2.1 0.3 -0.34
N 1.5088 0.1946 -0.0987 -1.8 -0.6 0.1 0.01
O 2.7164 -0.0428 0.4961 2.5 0.9 -1.4 -0.53
```
Forces are in eV/Å.

=====

The following E_HOMO values (in eV) correspond, in order, to the records above: -9.43, -7.23, -8.16, -8.22.
The following ΔE to the lowest compared entry with this formula, charge and spin values (in kJ/mol) correspond, in order, to the records above: 441.0, 545.6, 341.3, 613.6.
The following gap between HOMO and LUMO values (in eV) correspond, in order, to the records above: 9.77, 8.01, 8.59, 8.70.